This record from OMol25 describes a molecular structure, C38H87BrCl2N2NbO9P2. The level of theory is ωB97M-V/def2-TZVPD.

Structure (XYZ):
```
142
Properties=species:S:1:pos:R:3:forces:R:3
C 1.959 -2.542 3.307 0.57 1.37 0.84
C 2.063 -0.918 3.351 -0.22 -1.78 2.28
O 3.071 -0.441 2.444 -2.64 1.60 -1.08
P 2.535 0.570 1.202 2.36 -1.99 -4.35
O 3.023 -0.106 -0.115 -1.10 1.52 3.18
C 3.450 2.244 1.299 -0.26 0.66 -0.80
C 2.497 3.485 1.617 -0.01 0.50 -0.98
Nb 2.315 4.153 3.787 0.30 -3.45 0.97
Br 3.530 1.960 4.703 -0.08 0.98 -1.26
P 1.400 6.362 2.903 0.04 1.07 -0.20
N -0.145 6.667 3.194 0.16 -0.75 0.50
C 0.274 3.093 3.771 -3.49 -2.23 0.40
C 0.006 1.993 4.869 -3.59 1.27 -4.16
C -1.377 1.319 4.697 0.73 0.95 -0.46
C -2.426 1.665 3.636 3.70 1.15 1.01
N -2.171 2.657 2.662 2.70 -0.87 2.70
C -0.891 3.288 2.759 0.22 -0.95 1.29
C 2.160 4.796 5.988 -0.44 0.05 0.89
Cl 2.625 3.420 7.171 0.15 1.41 0.06
C 0.755 5.353 6.500 0.86 2.14 1.71
C 1.099 6.561 7.547 -1.19 -1.38 0.22
Cl -0.212 4.151 7.549 0.13 0.87 -1.20
O 0.860 0.742 1.029 1.94 -0.63 1.27
C 0.207 -0.467 0.597 -2.06 -1.75 -1.32
C -1.381 -0.274 0.337 0.60 -0.92 0.07
H 3.040 -2.912 3.330 -1.55 0.27 -0.38
H 1.355 -2.922 2.425 0.90 0.30 1.17
H 1.515 -2.829 4.329 0.31 0.19 -1.70
H 1.030 -0.457 3.271 1.34 -0.27 -0.29
H 2.426 -0.691 4.423 -0.49 -0.11 -1.69
H 3.840 2.420 0.227 -0.80 -0.85 1.48
H 4.403 2.177 1.932 -1.74 -0.14 -0.52
H 2.937 4.391 1.046 -0.54 -1.30 0.84
H 1.459 3.322 1.135 1.58 0.13 0.68
H 3.997 4.901 3.670 -0.33 0.33 -0.53
H 2.221 7.410 3.493 -0.14 -0.41 -0.78
H 1.683 6.426 1.477 0.26 0.26 0.82
H -0.515 5.846 3.690 -0.22 0.43 -0.35
H 0.779 1.723 5.650 -1.25 0.30 -1.03
H -1.649 0.488 5.440 0.38 1.34 -1.20
H -3.421 1.103 3.636 1.57 1.00 -0.13
H -0.695 4.086 1.953 -0.53 -1.35 1.32
H 2.956 5.606 6.179 -1.23 -1.12 -0.19
H 0.068 5.822 5.734 0.80 -1.15 0.61
H 1.865 6.125 8.267 -0.78 0.84 -0.93
H 0.125 6.704 8.146 1.59 0.33 -0.92
H 1.442 7.506 7.016 -0.38 -1.25 0.68
H 0.612 -0.885 -0.398 -0.13 1.00 1.57
H 0.274 -1.339 1.336 0.24 1.49 -0.65
H -1.605 0.288 -0.628 0.32 -0.44 1.48
H -1.768 -1.349 0.163 0.56 1.55 0.25
H -1.936 0.114 1.249 0.80 -0.14 -1.26
C -0.979 3.124 -2.245 -0.01 0.11 -0.18
C -1.759 3.732 -1.091 0.10 -0.09 0.02
O -1.625 5.143 -0.998 0.05 0.16 0.03
C -2.082 5.895 -2.110 -0.02 -0.06 0.15
C -3.565 5.721 -2.391 -0.11 -0.20 -0.02
H 0.069 3.433 -2.208 -0.05 -0.07 0.08
H -1.028 2.034 -2.207 0.03 0.05 0.04
H -1.379 3.444 -3.212 -0.02 -0.06 -0.01
H -1.379 3.325 -0.151 -0.05 0.18 -0.03
H -2.816 3.452 -1.141 -0.03 -0.04 -0.05
H -1.483 5.664 -2.998 -0.05 -0.04 -0.08
H -1.891 6.944 -1.871 0.10 -0.12 0.15
H -3.796 4.703 -2.713 -0.01 0.05 -0.05
H -3.885 6.403 -3.184 0.03 -0.01 0.05
H -4.154 5.921 -1.492 0.09 0.05 -0.06
C -5.906 -4.304 0.711 -0.16 0.18 0.04
C -4.623 -4.268 1.524 0.01 -0.01 -0.08
O -4.001 -2.992 1.545 0.14 0.06 -0.08
C -4.754 -1.929 2.114 0.07 -0.01 0.08
C -5.103 -2.150 3.576 -0.08 -0.21 0.05
H -5.734 -3.916 -0.297 0.04 -0.07 0.06
H -6.282 -5.327 0.637 0.05 0.04 0.01
H -6.687 -3.692 1.167 -0.01 -0.09 -0.01
H -3.903 -4.955 1.072 0.08 0.19 0.10
H -4.792 -4.626 2.544 -0.08 -0.03 0.00
H -5.653 -1.739 1.519 -0.07 -0.02 0.04
H -4.133 -1.034 2.034 0.10 -0.17 -0.15
H -5.790 -2.991 3.702 -0.04 0.07 0.02
H -5.583 -1.261 3.992 0.05 -0.04 -0.04
H -4.204 -2.373 4.157 -0.03 0.10 -0.07
C -3.625 -10.158 1.941 0.12 -0.06 0.20
C -3.414 -8.751 1.409 -0.04 -0.03 0.03
O -3.491 -7.749 2.411 -0.18 0.12 -0.03
C -2.536 -7.826 3.460 0.11 0.06 -0.04
C -1.099 -7.703 2.982 0.04 -0.12 -0.19
H -4.557 -10.219 2.509 0.02 0.03 -0.10
H -3.665 -10.875 1.118 -0.01 0.06 0.03
H -2.815 -10.460 2.609 -0.01 -0.04 -0.08
H -4.204 -8.526 0.687 0.03 0.17 0.16
H -2.467 -8.673 0.864 0.05 -0.07 0.03
H -2.680 -8.744 4.039 0.05 -0.06 -0.01
H -2.753 -6.995 4.136 -0.17 -0.02 -0.16
H -0.807 -8.555 2.364 0.04 0.00 0.08
H -0.416 -7.658 3.833 -0.06 0.02 -0.05
H -0.971 -6.801 2.377 -0.03 -0.02 0.12
C -1.517 -2.694 -4.579 -0.02 0.09 -0.21
C -2.277 -2.085 -3.415 0.10 -0.05 0.01
O -2.089 -0.684 -3.296 0.06 0.14 0.15
C -2.519 0.108 -4.393 -0.07 0.02 0.05
C -4.008 -0.001 -4.673 -0.10 -0.21 0.00
H -0.460 -2.421 -4.531 -0.08 -0.07 0.06
H -1.602 -3.783 -4.565 0.02 0.06 0.03
H -1.903 -2.341 -5.539 0.00 -0.09 0.02
H -1.908 -2.527 -2.485 -0.02 0.26 0.02
H -3.344 -2.325 -3.468 -0.03 -0.02 -0.08
H -1.932 -0.130 -5.287 -0.04 -0.04 -0.06
H -2.285 1.144 -4.135 0.10 -0.15 0.14
H -4.280 -1.003 -5.013 -0.01 0.06 -0.06
H -4.303 0.707 -5.451 0.04 -0.02 0.06
H -4.586 0.205 -3.768 0.08 0.06 -0.06
C 1.934 -0.904 -5.456 0.11 0.11 -0.17
C 2.617 -2.143 -4.903 -0.08 0.11 0.05
O 2.987 -3.081 -5.904 -0.04 -0.22 -0.11
C 3.913 -2.628 -6.880 0.04 -0.03 0.10
C 5.255 -2.216 -6.297 0.01 0.14 0.17
H 1.087 -1.181 -6.090 0.01 -0.02 0.09
H 1.575 -0.270 -4.642 0.01 -0.06 -0.01
H 2.618 -0.309 -6.067 -0.02 0.05 0.08
H 1.920 -2.660 -4.238 0.14 -0.14 -0.14
H 3.485 -1.875 -4.292 0.00 0.08 -0.01
H 3.476 -1.816 -7.471 0.04 0.08 0.02
H 4.070 -3.463 -7.566 -0.17 -0.05 0.13
H 5.162 -1.332 -5.662 0.04 0.01 -0.06
H 5.962 -1.982 -7.096 -0.05 -0.03 0.03
H 5.669 -3.019 -5.680 -0.04 0.02 -0.10
C 4.541 1.113 -2.772 0.24 0.06 -0.10
C 4.302 2.036 -3.955 -0.03 -0.15 0.20
O 5.032 3.254 -3.882 0.01 0.24 -0.10
C 6.447 3.140 -3.861 -0.09 -0.01 -0.03
C 7.020 2.483 -5.105 -0.08 -0.19 -0.09
H 4.364 1.638 -1.831 -0.13 -0.16 -0.09
H 3.878 0.248 -2.823 0.00 0.10 0.14
H 5.570 0.746 -2.752 -0.05 -0.07 -0.03
H 3.244 2.312 -3.977 0.15 0.19 -0.02
H 4.508 1.525 -4.902 0.06 -0.05 -0.04
H 6.773 2.619 -2.955 0.03 -0.08 -0.03
H 6.836 4.159 -3.791 -0.21 0.01 0.04
H 6.723 1.435 -5.179 0.08 0.01 0.02
H 8.112 2.520 -5.087 -0.06 0.02 0.01
H 6.664 2.988 -6.007 0.06 0.03 0.09
```
Forces are in eV/Å.

Properties
Net charge: -1
HOMO-LUMO gap (eV): 6.339

=====

This record from OMol25 describes a molecular structure, C4H5N3. The level of theory is ωB97M-V/def2-TZVPD.

Structure (XYZ):
```
12
Properties=species:S:1:pos:R:3:forces:R:3
C 1.731 0.697 0.014 -0.51 0.51 -0.98
C 0.174 -0.627 0.037 0.95 -0.52 -0.46
C -1.093 1.116 0.001 -0.44 0.33 -0.12
C 0.204 0.751 0.032 0.89 0.49 0.51
H 2.178 1.110 -0.896 0.08 0.12 0.33
H 2.237 1.039 0.909 0.07 0.01 0.15
H 2.083 -1.332 0.582 -0.40 0.34 -0.61
H -2.725 -0.192 0.152 -0.75 0.08 -0.06
H -1.632 2.041 -0.065 -0.09 0.15 0.14
N 1.590 -0.775 -0.135 0.60 -1.71 0.93
N -1.009 -1.201 -0.021 0.89 0.54 0.37
N -1.756 -0.065 -0.012 -1.31 -0.35 -0.20
```
Forces are in eV/Å.

Properties
Net charge: 0
HOMO-LUMO gap (eV): 9.602
Relative energy (zero: lowest compared OMol25 entry of this formula, charge and spin) (eV): 3.274

=====

This record from OMol25 describes a molecular structure, C17H17F9N2OPd. The level of theory is ωB97M-V/def2-TZVPD.

Structure (XYZ):
```
47
Properties=species:S:1:pos:R:3:forces:R:3
C -1.537 -1.173 -0.072 1.65 -0.61 -1.53
C -1.549 -0.121 0.964 2.37 0.49 1.88
H -1.959 -0.844 -1.026 0.34 -0.12 0.32
H -2.034 -2.088 0.276 0.57 0.32 -0.56
H -0.419 -1.353 -0.188 -1.48 -0.39 -0.53
H -0.511 -0.078 1.345 -0.39 -0.33 0.17
H -2.512 1.488 1.098 0.99 0.53 -1.00
H -2.082 -0.512 1.856 -0.16 1.13 -0.37
C 1.796 -0.982 -2.790 1.47 0.66 0.27
C 2.523 -1.017 -3.986 0.28 0.48 0.47
C 3.684 -0.219 -4.075 -0.51 -0.12 0.28
C 4.022 0.650 -3.029 -0.10 0.38 0.20
H 0.911 -1.583 -2.622 0.09 -0.11 0.03
H 2.209 -1.678 -4.790 0.13 0.24 0.08
H 4.297 -0.268 -4.977 -0.09 0.03 0.33
H 4.936 1.269 -3.060 -0.68 -0.35 -0.23
N 2.200 -0.227 -1.745 -0.45 1.26 -2.42
C 3.186 0.716 -1.894 -0.13 -2.67 -1.14
C 3.348 1.591 -0.732 0.67 0.71 2.58
N 2.501 1.316 0.307 -0.48 2.69 -0.40
C 2.368 2.177 1.344 1.15 -0.67 -1.08
C 4.337 3.351 0.617 -0.28 -0.41 -0.40
C 3.298 3.195 1.550 0.10 -0.04 -0.28
H 1.529 1.970 1.999 0.20 0.00 0.13
H 3.222 3.815 2.445 0.08 -0.06 -0.38
C 4.365 2.555 -0.548 -0.85 -0.13 0.27
H 5.144 2.635 -1.301 -0.11 0.32 0.19
H 5.104 4.112 0.768 -0.20 -0.28 0.00
Pd 2.374 -0.788 0.332 0.83 -0.11 -1.14
C 1.247 -1.734 1.521 -0.78 -1.68 2.33
H 1.845 -1.418 2.400 -0.76 -0.43 0.44
H 1.660 -2.693 1.141 -0.33 -0.22 0.23
H 0.161 -1.839 1.721 1.02 0.14 -0.08
F -4.122 -3.049 0.376 -0.12 0.45 1.22
C -4.106 -2.261 1.492 0.74 -1.85 0.00
F -5.093 -2.696 2.323 0.65 0.71 -0.82
F -2.926 -2.514 2.162 -1.54 0.20 -0.63
C -4.239 -0.827 1.065 -0.63 -0.28 0.29
O -1.715 1.242 0.578 -2.18 -0.24 0.71
C -4.710 -0.502 -0.344 -0.10 0.58 -1.46
F -6.006 -0.898 -0.519 0.99 0.31 0.37
F -4.651 0.842 -0.565 -0.20 -1.38 0.23
F -3.993 -1.094 -1.347 -1.17 0.58 1.30
C -4.477 0.129 2.194 0.22 1.42 1.20
F -5.777 0.166 2.586 1.08 -0.11 -0.43
F -3.721 -0.189 3.300 -1.16 0.25 -1.28
F -4.127 1.422 1.852 -0.71 -1.30 0.63
```
Forces are in eV/Å.

Properties
2S+1: 3
Net charge: 0
HOMO-LUMO gap (alpha / beta) (eV): 5.781 / 3.626

=====

This record from OMol25 describes a gas-phase ion, C5H11N3P (charge +1). The level of theory is ωB97M-V/def2-TZVPD.

Structure (XYZ):
```
20
Properties=species:S:1:pos:R:3:forces:R:3
C 1.167 0.330 -1.083 2.25 -0.10 -0.08
C 1.211 -0.671 0.844 -1.51 -0.69 1.77
C -0.404 -1.444 -0.816 -0.15 -1.20 -3.13
C -0.951 1.471 -0.758 -0.14 1.65 1.54
C -1.778 -0.245 1.218 1.11 -0.76 2.38
N 0.902 -0.991 -0.551 3.81 0.97 3.41
N 0.350 1.185 -0.195 1.29 1.51 -1.34
N 0.504 0.671 1.074 -2.57 -2.63 -2.04
P -1.772 -0.237 -0.454 -0.63 0.36 -0.75
H 2.294 0.721 -1.076 -2.33 -1.37 0.39
H 0.950 0.131 -2.105 -0.90 1.46 -1.18
H 0.967 -1.402 1.655 -0.61 0.30 -1.09
H 2.196 -0.417 1.130 1.76 -0.31 -1.01
H -0.321 -1.595 -1.982 -0.97 -0.05 2.10
H -0.552 -2.430 -0.337 -0.30 0.55 -0.29
H -1.498 2.321 -0.098 0.98 -2.07 -1.79
H -0.698 1.844 -1.809 -1.19 -0.78 1.36
H -1.669 -1.172 1.918 -0.24 1.68 -1.64
H -1.911 0.690 1.757 -0.73 -0.26 -0.05
H 1.012 1.238 1.667 1.04 1.74 1.41
```
Forces are in eV/Å.

Properties
Net charge: +1
HOMO-LUMO gap (alpha / beta) (eV): 7.659 / 7.657
Relative energy (zero: lowest compared OMol25 entry of this formula, charge and spin) (eV): 3.605

=====

This record from OMol25 describes C3H3N3OS in the gas phase. The level of theory is ωB97M-V/def2-TZVPD.

Structure (XYZ):
```
11
Properties=species:S:1:pos:R:3:forces:R:3
H 0.767 -1.213 -2.556 0.19 0.34 0.27
N 1.098 -0.524 -1.864 -0.18 -0.42 -0.43
C 0.251 -0.452 -0.939 -0.17 0.04 0.25
N -0.960 -1.198 -0.862 -0.03 -0.05 -0.04
C -1.618 -0.935 0.185 0.10 0.13 0.22
S -0.991 0.255 1.345 0.16 -0.10 -0.28
C 0.408 0.443 0.251 0.21 0.41 0.32
N 1.412 1.206 0.404 -0.21 -0.39 -0.30
O 1.491 1.980 1.513 -0.25 0.00 0.19
H -2.561 -1.407 0.446 0.07 0.01 -0.15
H 0.705 1.845 2.077 0.11 0.03 -0.05
```
Forces are in eV/Å.

Properties
Net charge: 0
HOMO-LUMO gap (eV): 8.929
Relative energy (zero: lowest compared OMol25 entry of this formula, charge and spin) (eV): 3.238

=====

This record from OMol25 describes C3H9NS2 in the gas phase. The level of theory is ωB97M-V/def2-TZVPD.

Structure (XYZ):
```
15
Properties=species:S:1:pos:R:3:forces:R:3
C 1.481 -1.985 0.945 -1.68 -1.44 -0.87
N 0.893 -0.644 0.794 -0.71 -0.55 -0.51
C -0.331 -0.489 -0.127 -0.19 -0.42 4.86
C -0.650 1.090 -0.033 -0.15 -2.58 -0.58
S -2.246 1.321 -0.923 0.87 0.29 -0.08
S -2.083 3.302 -1.376 -0.04 1.26 -0.76
H 0.568 -2.664 1.288 2.10 1.07 -0.62
H 2.322 -2.092 1.679 -0.97 0.60 -0.45
H 1.875 -2.412 -0.046 -0.55 0.38 1.19
H 1.577 0.064 0.641 0.52 0.40 -0.38
H -0.186 -0.854 -1.186 -0.50 0.22 1.21
H -1.128 -1.104 0.673 1.63 1.41 -3.29
H 0.136 1.454 -0.695 -0.10 0.86 0.51
H -0.676 1.452 1.038 0.20 -0.38 -1.49
H -1.552 3.560 -2.671 -0.43 -1.13 1.24
```
Forces are in eV/Å.

Properties
Net charge: 0
HOMO-LUMO gap (eV): 9.328
Relative energy (zero: lowest compared OMol25 entry of this formula, charge and spin) (eV): 2.015

=====

This record from OMol25 describes a molecular structure, C7H11NO. The level of theory is ωB97M-V/def2-TZVPD.

Structure (XYZ):
```
20
Properties=species:S:1:pos:R:3:forces:R:3
C -0.821 -0.413 0.571 0.07 0.06 0.23
C -0.594 -1.080 1.936 -0.09 0.07 -0.09
C -1.316 1.033 0.737 0.10 -0.13 -0.05
C 0.285 -0.573 -1.658 0.88 1.38 -0.95
C 0.450 -0.512 -0.254 0.64 0.79 0.80
C 1.236 0.931 -1.648 -1.40 -1.34 -1.87
C 1.642 0.151 0.111 -0.51 -0.93 0.90
N -0.155 -1.298 -2.571 -0.18 -0.28 0.12
O 2.179 0.889 -2.417 0.07 0.16 0.53
H -1.589 -0.973 0.031 0.05 0.01 -0.02
H -0.176 -0.814 -3.472 0.12 0.02 0.13
H 0.582 1.776 -1.426 0.27 0.02 0.53
H -1.532 -1.091 2.496 0.03 0.00 -0.01
H -1.515 1.504 -0.227 0.00 0.01 0.00
H 0.145 -0.535 2.525 -0.01 0.00 -0.04
H -0.253 -2.110 1.823 0.00 0.04 0.00
H -2.246 1.037 1.307 0.01 -0.02 -0.02
H -0.591 1.643 1.277 0.03 -0.02 -0.01
H 2.604 -0.224 -0.209 -0.04 0.23 -0.30
H 1.663 0.659 1.068 -0.04 -0.05 0.12
```
Forces are in eV/Å.

Properties
Net charge: 0
HOMO-LUMO gap (eV): 7.423
Relative energy (zero: lowest compared OMol25 entry of this formula, charge and spin) (eV): 4.531

=====

This record from OMol25 describes C7H18N2OS in the gas phase. The level of theory is ωB97M-V/def2-TZVPD.

Structure (XYZ):
```
29
Properties=species:S:1:pos:R:3:forces:R:3
C -2.478 -2.266 -0.135 0.07 0.14 0.20
C -1.768 -1.103 0.546 -0.03 0.05 -0.26
C -1.326 -0.053 -0.472 0.16 -0.11 0.31
C -0.357 0.997 0.097 -0.94 0.57 -0.89
C -1.007 1.826 1.209 0.40 -0.37 -0.12
C 0.135 1.908 -1.027 0.00 -0.16 0.20
O 0.759 0.349 0.725 0.83 -0.53 0.21
S 1.880 -0.567 0.010 0.85 -0.33 -0.07
C 3.265 0.596 0.150 -0.68 -0.51 0.08
N 2.333 -1.693 0.930 0.20 0.87 -0.21
N 1.436 -0.783 -1.445 -0.07 0.47 0.72
H -1.818 -2.747 -0.853 0.04 -0.08 -0.10
H -3.362 -1.917 -0.664 -0.11 -0.03 -0.09
H -2.788 -3.008 0.598 -0.07 -0.12 0.00
H -2.439 -0.654 1.282 0.06 -0.01 0.11
H -0.887 -1.472 1.077 -0.05 0.00 0.10
H -0.810 -0.552 -1.292 -0.19 0.09 -0.01
H -2.199 0.464 -0.875 -0.03 0.08 -0.04
H -1.246 1.192 2.057 -0.09 -0.04 0.12
H -1.916 2.292 0.839 -0.09 0.03 -0.06
H -0.320 2.599 1.544 0.05 0.10 0.04
H 0.657 1.306 -1.767 -0.06 0.13 -0.12
H 0.810 2.664 -0.631 0.05 0.14 0.05
H -0.709 2.405 -1.497 -0.09 0.07 -0.03
H 3.095 1.424 -0.525 -0.14 0.09 -0.10
H 3.303 0.921 1.181 0.04 0.09 0.17
H 4.169 0.060 -0.110 0.06 -0.15 -0.09
H 1.796 -2.540 0.864 -0.42 -0.18 -0.13
H 1.791 -1.647 -1.815 0.24 -0.33 0.04
```
Forces are in eV/Å.

Properties
Net charge: 0
HOMO-LUMO gap (eV): 10.257
Relative energy (zero: lowest compared OMol25 entry of this formula, charge and spin) (eV): 0.000

=====

Calculated molecular weight in order - 1021.78 95.11 542.74 144.14 129.14 123.25 125.17 178.30 g mol⁻¹
Calculated E_tot in order - -177431.517 -8696.538 -50863.640 -19110.864 -20510.141 -26415.662 -10970.745 -23411.774 eV